# 1
Entry from the Open Molecules 2025 dataset: C21H49CoN6OP2Si as an isolated structure (ωB97M-V/def2-TZVPD).

Geometry as ORCA input:
```
! RIJCOSX wB97M-V def2-TZVPD def2/J DEFGRID3
* xyz 1 4
Co 0.38 -0.05 -0.50
C 1.98 0.06 4.39
P 1.70 -0.54 2.67
C 1.16 -2.26 3.04
C 3.45 -0.86 2.18
C 3.55 -1.34 0.73
P 2.70 -0.26 -0.52
C 3.51 -0.88 -2.04
C 3.61 1.31 -0.26
H 2.64 -0.62 4.94
H 1.02 0.12 4.91
H 2.42 1.06 4.38
H 1.88 -2.76 3.70
H 1.05 -2.82 2.12
H 0.19 -2.23 3.54
H 3.90 -1.58 2.85
H 3.99 0.08 2.29
H 3.14 -2.36 0.63
H 4.60 -1.40 0.43
H 4.59 -0.75 -1.96
H 3.14 -0.33 -2.90
H 3.29 -1.94 -2.18
H 4.66 1.11 -0.04
H 3.15 1.87 0.56
H 3.54 1.91 -1.17
C 0.40 -3.01 -1.12
N -0.73 -3.32 -0.27
C -1.51 -4.50 -0.59
C -2.70 -4.36 0.34
N -2.74 -2.92 0.60
C -3.71 -2.49 1.59
C -1.53 -2.36 0.30
N -1.12 -1.14 0.48
C -2.06 -0.10 0.90
C -1.40 1.21 1.31
N -0.40 1.67 0.36
C 0.04 2.88 0.38
N -0.15 3.86 1.31
C -0.49 3.70 2.72
C 0.70 5.02 1.03
C 1.10 4.80 -0.42
N 0.82 3.39 -0.63
C 0.72 2.96 -2.01
H 0.72 -3.93 -1.60
H 1.24 -2.64 -0.52
H 0.16 -2.27 -1.88
H -0.94 -5.41 -0.41
H -1.82 -4.49 -1.64
H -2.55 -4.92 1.27
H -3.63 -4.69 -0.11
H -4.47 -3.26 1.66
H -4.21 -1.57 1.29
H -3.27 -2.37 2.58
H -2.64 -0.40 1.78
H -2.76 0.09 0.08
H -0.96 1.09 2.31
H -2.22 1.94 1.38
H 0.31 3.22 3.28
H -1.41 3.14 2.86
H -0.65 4.69 3.13
H 1.57 5.02 1.69
H 0.14 5.94 1.18
H 2.15 5.02 -0.61
H 0.50 5.41 -1.11
H 1.70 3.01 -2.49
H 0.05 3.62 -2.57
H 0.33 1.95 -2.08
C -1.45 0.11 -4.95
Si -1.78 0.09 -3.09
C -2.70 1.70 -2.68
C -2.97 -1.35 -2.76
O -0.45 -0.07 -2.23
H -2.40 0.06 -5.49
H -0.84 -0.74 -5.27
H -0.95 1.03 -5.27
H -3.66 1.76 -3.18
H -2.11 2.57 -2.97
H -2.88 1.78 -1.60
H -3.88 -1.26 -3.37
H -3.28 -1.38 -1.71
H -2.51 -2.31 -3.00
*
```

⟨S²⟩ = 3.759
HOMO level (spin up / spin down) = -11.032 / -11.059 eV
electronic energy = -3588.261907 hartree



# 2
Entry from the Open Molecules 2025 dataset: a 4-piece molecular cluster, C21H50BI2NO7P2 overall (ωB97M-V/def2-TZVPD).

Geometry as ORCA input:
```
! RIJCOSX wB97M-V def2-TZVPD def2/J DEFGRID3
* xyz 0 1
C 2.15 2.44 4.87
C 3.63 2.47 4.26
O 3.73 3.34 3.11
P 3.25 2.61 1.67
O 4.20 3.11 0.57
C 1.53 3.20 1.14
C 0.46 2.23 1.78
P -1.19 2.11 0.89
B -0.77 1.91 -1.01
N -1.10 2.94 -2.01
O -0.07 0.76 -1.52
C -2.13 0.54 1.28
I -3.08 -0.50 -0.40
C -2.33 -0.05 2.52
C -3.13 -1.41 2.70
I -1.56 0.87 4.30
O 3.37 0.94 1.70
C 4.50 0.44 0.94
C 4.52 -1.14 1.21
H 1.65 1.53 4.42
H 1.61 3.36 4.55
H 2.18 2.29 5.98
H 4.05 1.44 4.11
H 4.26 2.95 5.07
H 1.48 3.35 0.03
H 1.41 4.23 1.60
H 0.24 2.65 2.81
H 0.83 1.18 1.98
H -0.29 2.93 -2.66
H -1.00 3.86 -1.55
H 0.15 0.23 -0.73
H -4.22 -1.22 2.57
H -2.88 -1.81 3.73
H -2.72 -2.18 1.98
H 4.36 0.58 -0.16
H 5.42 0.94 1.35
H 3.45 -1.52 1.23
H 5.10 -1.63 0.39
H 4.92 -1.34 2.24
C 3.86 6.22 0.32
C 3.34 6.17 -1.11
O 2.32 7.12 -1.38
C 2.67 8.48 -1.21
C 3.82 8.94 -2.09
H 3.04 6.06 1.02
H 4.61 5.44 0.47
H 4.31 7.18 0.56
H 2.91 5.18 -1.29
H 4.16 6.28 -1.83
H 2.88 8.69 -0.15
H 1.77 9.06 -1.46
H 4.74 8.39 -1.87
H 4.01 10.00 -1.94
H 3.58 8.77 -3.14
C -7.18 -5.83 1.28
C -6.38 -4.55 1.13
O -5.13 -4.59 1.80
C -4.22 -5.59 1.38
C -3.84 -5.50 -0.09
H -7.35 -6.05 2.33
H -8.15 -5.73 0.78
H -6.67 -6.69 0.84
H -6.94 -3.73 1.57
H -6.24 -4.29 0.08
H -4.62 -6.59 1.61
H -3.32 -5.47 1.98
H -4.70 -5.62 -0.75
H -3.11 -6.27 -0.35
H -3.40 -4.52 -0.31
C -1.16 -6.74 -5.53
C -1.95 -6.32 -4.30
O -1.13 -5.88 -3.22
C -0.30 -4.76 -3.48
C -1.07 -3.51 -3.88
H -0.45 -7.54 -5.27
H -1.83 -7.10 -6.31
H -0.58 -5.92 -5.94
H -2.51 -7.17 -3.93
H -2.68 -5.55 -4.56
H 0.45 -5.01 -4.23
H 0.24 -4.56 -2.55
H -1.63 -3.65 -4.81
H -0.38 -2.67 -4.03
H -1.79 -3.24 -3.10
*
```

HOMO level = -8.156 eV
electronic energy = -2714.525908 hartree
structure (SMILES) = CCOP(=O)(CCP(B(N)O)/C(I)=C(/C)I)OCC.CCOCC.CCOCC.CCOCC



# 3
Entry from the Open Molecules 2025 dataset: a 9-piece molecular cluster, C21H50N9O11 overall (ωB97M-V/def2-TZVPD).

Geometry as ORCA input:
```
! RIJCOSX wB97M-V def2-TZVPD def2/J DEFGRID3
* xyz -1 1
N -5.90 18.12 -12.79
O -5.13 18.26 -13.80
O -5.38 17.93 -11.64
O -7.14 18.20 -12.94
C 0.32 20.19 -12.79
C -0.68 19.15 -12.28
O -0.89 18.10 -12.86
N -1.35 19.56 -11.17
C -2.26 18.68 -10.42
H -0.20 21.08 -13.14
H 0.91 19.81 -13.62
H 1.02 20.47 -12.00
H -1.17 20.46 -10.79
H -2.67 17.93 -11.08
H -3.02 19.29 -9.95
H -1.65 18.21 -9.64
C -8.17 15.88 -10.90
C -9.31 16.74 -10.45
O -10.26 16.28 -9.89
N -9.24 18.03 -10.77
C -10.25 19.00 -10.40
H -7.93 16.05 -11.96
H -8.48 14.84 -10.84
H -7.25 16.07 -10.35
H -8.36 18.39 -11.13
H -10.68 19.43 -11.31
H -9.86 19.80 -9.76
H -11.04 18.50 -9.85
C -4.94 22.22 -17.52
C -4.17 21.93 -16.26
O -4.18 22.66 -15.30
N -3.54 20.73 -16.26
C -2.97 20.14 -15.09
H -5.36 21.30 -17.93
H -4.26 22.60 -18.29
H -5.67 22.99 -17.34
H -3.63 20.14 -17.06
H -3.26 20.63 -14.17
H -1.87 20.22 -15.13
H -3.17 19.08 -14.99
C -4.17 21.94 -8.66
C -4.85 22.29 -9.98
O -5.20 23.42 -10.16
N -4.95 21.35 -10.93
C -5.45 21.72 -12.25
H -4.06 20.87 -8.47
H -4.76 22.37 -7.86
H -3.23 22.48 -8.73
H -4.66 20.41 -10.76
H -4.73 22.31 -12.82
H -6.38 22.28 -12.15
H -5.68 20.80 -12.79
C -6.84 19.49 -16.40
C -5.94 18.71 -17.33
O -6.04 18.78 -18.57
N -5.02 17.95 -16.68
C -4.02 17.21 -17.41
H -6.30 19.85 -15.53
H -7.68 18.86 -16.10
H -7.27 20.35 -16.92
H -4.97 18.02 -15.66
H -4.44 16.41 -18.02
H -3.25 16.76 -16.79
H -3.49 17.88 -18.11
O -10.18 22.34 -12.81
C -10.39 21.61 -13.76
N -11.40 21.86 -14.65
C -9.53 20.42 -14.07
H -11.97 22.67 -14.52
H -11.51 21.26 -15.44
H -9.10 20.52 -15.06
H -10.15 19.52 -14.00
H -8.73 20.36 -13.35
O -3.26 13.59 -14.13
C -3.91 14.63 -14.01
N -3.35 15.84 -13.74
C -5.43 14.62 -14.20
H -3.92 16.67 -13.63
H -2.35 15.96 -13.72
H -5.90 14.15 -13.34
H -5.65 14.04 -15.09
H -5.77 15.64 -14.38
O -4.70 17.93 -6.91
C -4.93 17.77 -8.12
N -5.52 18.71 -8.93
C -4.58 16.49 -8.84
H -5.93 19.48 -8.43
H -5.77 18.49 -9.88
H -4.54 16.58 -9.92
H -5.31 15.76 -8.47
H -3.63 16.10 -8.46
*
```

HOMO level = -7.227 eV
electronic energy = -2150.795670 hartree



# 4
Entry from the Open Molecules 2025 dataset: a 9-piece molecular cluster, C21H51N9O12 overall (ωB97M-V/def2-TZVPD).

Geometry as ORCA input:
```
! RIJCOSX wB97M-V def2-TZVPD def2/J DEFGRID3
* xyz 0 1
C -21.93 -24.28 -16.21
N -21.24 -23.49 -17.21
O -21.12 -22.30 -17.01
O -20.63 -24.16 -18.11
H -21.58 -24.01 -15.21
H -21.61 -25.30 -16.42
H -23.00 -24.13 -16.37
C -21.74 -14.56 -16.42
N -21.79 -13.13 -16.06
O -21.09 -12.39 -16.76
O -22.31 -12.79 -15.00
H -20.78 -14.90 -16.05
H -21.82 -14.61 -17.51
H -22.53 -15.24 -16.12
C -17.91 -18.53 -22.97
N -16.53 -18.34 -22.59
O -16.23 -17.28 -22.11
O -15.70 -19.24 -22.82
H -18.13 -19.59 -22.85
H -18.05 -18.23 -24.01
H -18.49 -18.02 -22.20
C -13.85 -27.34 -23.89
N -13.56 -27.45 -22.48
C -14.23 -26.50 -21.64
C -12.74 -28.40 -22.00
O -12.45 -28.56 -20.83
H -14.91 -27.39 -24.10
H -13.52 -28.16 -24.54
H -13.37 -26.42 -24.23
H -15.25 -26.24 -21.94
H -14.19 -26.79 -20.59
H -13.64 -25.59 -21.71
H -12.48 -29.23 -22.68
C -10.84 -21.95 -28.66
N -11.21 -21.91 -30.05
C -12.62 -21.95 -30.36
C -10.30 -21.56 -30.94
O -10.50 -21.32 -32.10
H -9.87 -21.59 -28.31
H -10.76 -22.99 -28.34
H -11.53 -21.35 -28.06
H -12.82 -22.20 -31.40
H -13.17 -22.64 -29.73
H -12.92 -20.91 -30.27
H -9.31 -21.54 -30.46
C -25.17 -11.72 -24.40
N -23.97 -11.01 -24.73
C -23.91 -9.60 -24.51
C -22.86 -11.72 -25.10
O -21.68 -11.34 -25.27
H -25.21 -11.93 -23.33
H -25.21 -12.69 -24.89
H -26.05 -11.18 -24.77
H -24.77 -9.03 -24.86
H -23.95 -9.42 -23.44
H -22.99 -9.12 -24.84
H -23.01 -12.81 -25.01
C -21.95 -16.78 -32.40
N -21.04 -17.85 -32.88
C -21.34 -18.46 -34.11
C -19.97 -18.31 -32.18
O -19.60 -17.81 -31.12
H -22.94 -17.14 -32.69
H -21.86 -15.86 -32.97
H -21.85 -16.58 -31.33
H -21.17 -17.69 -34.85
H -20.57 -19.20 -34.34
H -22.36 -18.85 -34.12
H -19.52 -19.19 -32.66
C -13.27 -13.38 -16.21
N -11.89 -13.06 -16.58
C -11.49 -13.17 -17.97
C -10.97 -12.72 -15.60
O -11.21 -12.73 -14.36
H -13.61 -14.39 -16.44
H -13.98 -12.72 -16.71
H -13.47 -13.20 -15.15
H -11.61 -14.18 -18.35
H -12.14 -12.50 -18.53
H -10.47 -12.89 -18.23
H -9.97 -12.59 -16.04
C -25.96 -22.41 -21.51
N -25.16 -21.51 -22.29
C -24.25 -22.14 -23.25
C -25.36 -20.16 -22.13
O -24.67 -19.36 -22.67
H -26.74 -22.94 -22.06
H -26.50 -21.87 -20.73
H -25.35 -23.20 -21.08
H -23.89 -21.32 -23.88
H -23.40 -22.48 -22.66
H -24.65 -22.89 -23.94
H -26.03 -19.98 -21.27
*
```

ΔE to the lowest compared entry with this formula, charge and spin = 69.6 kcal/mol
HOMO level = -9.177 eV
electronic energy = -2226.028838 hartree
structure (SMILES) = C[N+](=O)[O-].C[N+](=O)[O-].C[N+](=O)[O-].CN(C)C=O.CN(C)C=O.CN(C)C=O.CN(C)C=O.CN(C)C=O.CN(C)C=O



# 5
Entry from the Open Molecules 2025 dataset: a 10-piece molecular cluster, C21H52Cl2N8O9 overall (ωB97M-V/def2-TZVPD).

Geometry as ORCA input:
```
! RIJCOSX wB97M-V def2-TZVPD def2/J DEFGRID3
* xyz 0 1
C -4.50 0.33 -0.19
C -4.23 0.40 -1.71
N -4.99 1.17 -2.42
O -3.33 -0.19 -2.28
H -4.44 1.32 0.24
H -3.89 -0.41 0.34
H -5.51 0.04 0.08
H -5.85 1.54 -2.05
H -4.79 1.47 -3.37
C 1.29 -4.32 1.53
C 1.16 -3.95 0.10
N 2.17 -4.30 -0.72
O 0.22 -3.27 -0.28
H 0.34 -4.26 2.06
H 2.02 -3.75 2.10
H 1.70 -5.33 1.53
H 2.22 -4.04 -1.70
H 2.92 -4.89 -0.39
C -1.64 -5.42 -2.25
C -2.31 -4.13 -2.63
N -2.58 -3.33 -1.59
O -2.60 -3.91 -3.80
H -0.64 -5.19 -1.89
H -1.46 -5.97 -3.17
H -2.24 -5.95 -1.51
H -3.03 -2.48 -1.90
H -1.89 -3.33 -0.86
C -2.11 1.57 6.53
C -1.62 1.77 5.16
N -2.19 1.18 4.14
O -0.72 2.53 4.79
H -1.75 2.37 7.17
H -1.71 0.64 6.93
H -3.18 1.39 6.47
H -2.03 1.51 3.20
H -2.99 0.59 4.34
C 0.70 -0.08 1.07
C -0.68 0.22 0.53
N -1.14 -0.73 -0.31
O -1.35 1.26 0.77
H 1.14 0.87 1.37
H 1.20 -0.58 0.24
H 0.60 -0.72 1.95
H -0.62 -1.55 -0.60
H -2.05 -0.68 -0.74
C -0.08 4.21 2.00
C 1.14 4.79 1.32
N 1.04 5.03 0.02
O 2.18 5.04 1.86
H -0.19 3.22 1.58
H -0.89 4.92 1.82
H 0.04 4.23 3.09
H 1.83 5.54 -0.33
H 0.33 4.58 -0.54
C 3.94 0.86 4.01
C 2.65 1.67 3.91
N 1.50 1.03 4.17
O 2.56 2.88 3.64
H 4.78 1.21 4.60
H 4.39 0.62 3.04
H 3.72 -0.13 4.40
H 1.46 0.03 4.30
H 0.74 1.69 4.31
C 3.99 -0.67 -0.80
C 4.22 0.72 -0.17
N 3.28 1.61 -0.41
O 5.10 0.95 0.73
H 4.62 -1.34 -0.20
H 4.07 -0.66 -1.88
H 2.95 -0.99 -0.68
H 2.59 1.49 -1.14
H 3.30 2.35 0.27
C 0.98 -0.61 -3.24
C 0.95 -2.09 -3.73
C 0.23 -2.33 -5.06
O 2.29 -2.37 -3.90
H 1.59 0.11 -3.79
H 1.31 -0.56 -2.20
H -0.03 -0.20 -3.18
H 0.56 -2.80 -3.00
H 0.32 -3.35 -5.44
H 0.57 -1.75 -5.93
H -0.83 -2.08 -4.93
H 2.76 -1.66 -4.34
Cl 0.85 2.74 -2.64
C -0.77 3.16 -3.25
C -1.71 3.08 -1.98
Cl -1.94 4.68 -1.28
H -1.15 2.52 -4.06
H -0.77 4.17 -3.65
H -1.42 2.29 -1.28
H -2.69 2.76 -2.34
*
```

HOMO level = -8.208 eV
electronic energy = -2867.068479 hartree
structure (SMILES) = CC(N)=O.CC(N)=O.CC(N)=O.CC(N)=O.CC(N)=O.CC(N)=O.CC(N)=O.CC(N)=O.CC(C)O.ClCCCl